[1]
9 unconnected molecules or ions with the total composition C21H42Cl6O18 in a non-equilibrium geometry. Source: the OMol25 dataset; level of theory: ωB97M-V/def2-TZVPD.

```
! RIJCOSX wB97M-V def2-TZVPD def2/J DEFGRID3
* xyz 0 1
C 12.6266 17.3501 10.9083
O 12.5594 18.5151 9.9745
C 11.3680 18.8409 9.5330
O 10.2974 18.3938 9.9300
O 11.4875 19.8270 8.6561
C 10.2456 20.4338 8.2035
H 13.5048 17.5573 11.4445
H 12.7909 16.3899 10.3990
H 11.6905 17.2726 11.5143
H 9.6298 20.7938 9.0225
H 9.6157 19.7318 7.6586
H 10.5248 21.2629 7.5795
C 15.7101 13.8258 11.6649
O 14.8595 13.0723 10.7393
C 13.5665 13.1123 10.9991
O 13.0786 13.7964 11.8994
O 12.8668 12.2983 10.2539
C 11.4697 12.0486 10.6264
H 16.5669 14.0524 11.0277
H 15.9635 13.2321 12.5599
H 15.2280 14.7332 12.0555
H 10.8587 12.9371 10.8104
H 11.4421 11.3697 11.5124
H 11.0419 11.5116 9.7391
C 7.1675 14.3618 22.8790
O 8.2638 14.1612 22.0501
C 8.0287 14.2030 20.7410
O 6.9700 14.5748 20.2776
O 9.0942 13.7684 20.1181
C 8.9441 13.6254 18.6718
H 7.5611 14.7424 23.8158
H 6.6669 13.4174 23.0100
H 6.4080 15.0415 22.4708
H 8.7668 14.5834 18.2660
H 7.9974 13.1460 18.3796
H 9.7573 13.0506 18.2062
C 10.8511 10.5805 16.0425
O 11.0159 9.7273 17.1606
C 10.1288 9.7619 18.1346
O 9.1567 10.4941 18.1556
O 10.3948 8.7810 19.0384
C 9.3537 8.5397 19.9667
H 11.6249 10.2687 15.3521
H 11.0840 11.6133 16.2675
H 9.9126 10.4515 15.5105
H 9.7615 7.7565 20.6519
H 8.4433 8.2412 19.4427
H 9.2109 9.4457 20.5172
C 7.8351 12.3989 15.9616
O 8.2883 12.1428 14.5593
C 7.5228 12.8253 13.6578
O 6.4790 13.3237 13.8556
O 8.2178 12.8444 12.4952
C 7.5913 13.4531 11.3480
H 6.8414 12.1216 16.1589
H 7.9896 13.4484 16.0500
H 8.5289 11.8454 16.5494
H 8.2986 13.2539 10.5011
H 7.4345 14.4998 11.5598
H 6.6464 12.9946 11.0287
C 9.5971 19.8431 13.3307
O 10.6589 20.3113 14.1474
C 11.6681 21.0516 13.7347
O 12.4596 21.5916 14.4964
O 11.7079 20.9783 12.3912
C 12.6435 21.7244 11.5755
H 9.1535 18.9359 13.7237
H 9.9986 19.6187 12.3626
H 8.8256 20.5861 13.2520
H 13.3819 21.0579 11.1866
H 13.0941 22.5146 12.1901
H 12.1040 22.2182 10.7877
Cl 14.2304 12.5816 15.1771
C 14.6098 10.8594 15.0875
Cl 14.2984 9.9468 16.6363
H 13.8714 10.3594 14.3943
H 15.6427 10.6606 14.7456
Cl 9.8467 15.6809 13.0581
C 10.7209 14.3315 14.0178
Cl 11.0821 14.8183 15.7585
H 10.1119 13.3968 14.0603
H 11.7264 14.1190 13.5510
Cl 13.9664 17.0997 15.0213
C 14.0309 18.7122 14.2007
Cl 15.6543 19.0640 13.5336
H 13.2784 18.7285 13.3776
H 13.8008 19.4261 15.0052
*
```

Output
Energy: -134446.3595 eV
Highest occupied orbital energy: -10.65 eV
Kohn-Sham gap: 10.9 eV

=====

[2]
A molecular structure, C21H42F4N2SbSi3Y in a non-equilibrium geometry. Source: the OMol25 dataset; level of theory: ωB97M-V/def2-TZVPD.

```
! RIJCOSX wB97M-V def2-TZVPD def2/J DEFGRID3
* xyz 2 1
Y -0.0782 0.5573 0.0325
C 0.7771 -2.5579 0.2052
C 2.1096 -2.0305 0.7166
N 2.1577 -0.5444 0.6593
C 3.2710 -0.0534 -0.1852
C 3.0077 -0.3041 -1.6591
C 2.2571 0.0804 2.0076
C 1.1047 -0.2645 2.9183
N -0.1654 0.0146 2.2503
C -1.3218 -0.4406 2.8741
C -2.4729 -0.5697 2.1147
F -2.3714 -0.1773 0.7791
C -3.6796 -1.0493 2.5616
F -4.6974 -1.1307 1.7076
C -3.8088 -1.4316 3.8787
C -2.7011 -1.2729 4.6900
F -2.7795 -1.5765 5.9786
C -1.4930 -0.7798 4.2172
F -0.5024 -0.5917 5.1005
H 0.7552 -3.6474 0.2264
H 0.6144 -2.2639 -0.8423
H -0.0532 -2.2136 0.8318
H 2.9230 -2.4347 0.1162
H 2.2778 -2.3638 1.7393
H 4.2074 -0.5234 0.1262
H 3.3745 1.0198 -0.0108
H 2.9327 -1.3664 -1.8944
H 3.8130 0.1094 -2.2650
H 2.0755 0.1844 -1.9891
H 2.2610 1.1643 1.8435
H 3.1964 -0.1876 2.5006
H 1.2408 0.3293 3.8247
H 1.1466 -1.3132 3.2266
H -4.7377 -1.8258 4.2671
C 3.2601 3.7805 -1.6022
Si 2.5763 4.4945 -0.0348
C 3.4409 3.9347 1.5031
C 2.2970 6.3165 -0.0853
Sb 0.1558 3.5087 0.0850
Si -1.1788 4.1986 2.2534
C -1.0650 6.0415 2.2605
C -0.2458 3.3634 3.6129
C -2.8779 3.5110 2.0074
Si -1.1512 4.1075 -2.0968
C -0.9653 5.9313 -2.3312
C -2.9011 3.5575 -1.8221
C -0.3239 3.0955 -3.4208
H 4.3457 3.9205 -1.6368
H 2.8356 4.2878 -2.4715
H 3.0551 2.7117 -1.6911
H 4.2506 4.6377 1.7228
H 3.8882 2.9446 1.3925
H 2.7716 3.9249 2.3649
H 3.2603 6.8375 -0.1166
H 1.7636 6.6578 0.8045
H 1.7266 6.6147 -0.9665
H -0.0489 6.3645 2.4962
H -1.7330 6.4611 3.0199
H -1.3510 6.4645 1.2957
H 0.7816 3.7287 3.6763
H -0.2294 2.2819 3.4521
H -0.7271 3.5580 4.5769
H -3.4227 4.0470 1.2291
H -3.4456 3.6106 2.9385
H -2.8522 2.4491 1.7501
H -1.1925 6.4756 -1.4126
H -1.6530 6.2833 -3.1072
H 0.0485 6.1875 -2.6465
H -3.4156 4.2008 -1.1065
H -2.9713 2.5272 -1.4639
H -3.4491 3.6134 -2.7679
H 0.7399 3.3249 -3.5078
H -0.7879 3.3033 -4.3905
H -0.4343 2.0198 -3.2432
*
```

Output
Energy: -67511.5036 eV
Highest occupied orbital energy: -13.55 eV
Kohn-Sham gap: 6.8 eV

=====

[3]
A molecular structure, C21H42HgN3O8 in a non-equilibrium geometry. Source: the OMol25 dataset; level of theory: ωB97M-V/def2-TZVPD.

```
! RIJCOSX wB97M-V def2-TZVPD def2/J DEFGRID3
* xyz -1 1
Hg -17.7506 -5.2531 2.4838
C -21.3745 -8.4201 5.6643
C -21.6253 -8.1388 4.1985
C -23.1368 -8.0214 4.0018
O -21.0345 -6.9630 3.7670
H -20.3389 -8.5879 5.9600
H -21.8558 -9.3839 5.8302
H -21.8450 -7.6015 6.2089
H -21.2202 -9.0062 3.6774
H -23.4574 -7.7418 2.9982
H -23.6984 -7.4511 4.7418
H -23.5223 -9.0385 4.0723
C -11.7717 -6.7117 3.6465
C -10.9733 -7.8588 4.1354
C -11.7652 -9.1684 4.5171
O -11.2180 -10.0998 5.1329
C -13.1980 -9.1796 4.3960
C -13.8563 -8.0831 3.8699
C -13.1190 -6.8159 3.5166
O -13.7125 -5.7082 3.1932
O -15.1316 -8.2860 3.7704
O -9.7193 -7.9071 4.2844
H -11.2836 -5.8247 3.2705
H -13.6936 -10.1220 4.5768
C -19.7487 -0.1139 1.3793
C -19.1154 -0.2168 2.7493
C -19.8146 0.7322 3.7672
O -19.2657 0.7230 5.1004
C -19.9748 1.3136 6.1335
N -19.3507 -1.6239 3.1253
H -20.7771 -0.4437 1.5264
H -19.2514 -0.7562 0.6524
H -19.6629 0.8890 0.9613
H -18.0380 -0.0578 2.7045
H -20.8693 0.4707 3.8520
H -19.7281 1.7302 3.3376
H -19.4560 1.0961 7.0671
H -20.9915 0.9280 6.2099
H -19.9168 2.3973 6.0324
H -20.3481 -1.7537 3.0340
H -19.2435 -1.6078 4.1295
C -16.1629 -2.7564 7.0090
C -16.2786 -4.2558 7.2297
C -16.8452 -4.5226 8.6783
O -17.0390 -5.9265 8.8430
C -15.9268 -6.7779 8.8082
N -17.2544 -4.8355 6.2990
H -17.0272 -2.1326 7.2367
H -15.8152 -2.5685 5.9932
H -15.4873 -2.3225 7.7462
H -15.3273 -4.7822 7.1517
H -17.7745 -3.9609 8.7735
H -16.1426 -4.2599 9.4692
H -15.2838 -6.7008 9.6850
H -15.3184 -6.7269 7.9053
H -16.2060 -7.8268 8.9086
H -18.1182 -4.4843 6.6871
H -17.4086 -5.7665 6.6589
C -19.7178 -4.9007 -1.2741
C -18.3201 -5.4856 -1.6447
C -17.3445 -4.4068 -1.8473
O -16.9251 -3.8436 -0.6198
C -16.0666 -2.6625 -0.7406
N -17.9112 -6.3702 -0.5315
H -20.5845 -5.5599 -1.3240
H -19.9568 -4.0261 -1.8791
H -19.6048 -4.4184 -0.3032
H -18.3535 -6.1404 -2.5154
H -17.6968 -3.5656 -2.4443
H -16.4470 -4.7069 -2.3882
H -15.7139 -2.2738 0.2147
H -16.5206 -1.7392 -1.1006
H -15.2802 -2.8173 -1.4792
H -18.6274 -7.0732 -0.4186
H -17.1853 -6.9625 -0.9088
*
```

Output
Energy: -47473.6972 eV
Highest occupied orbital energy: -3.78 eV
Kohn-Sham gap: 1.9 eV

=====

[4]
A molecular structure, C21H42MnN7PSe in a non-equilibrium geometry. Source: the OMol25 dataset; level of theory: ωB97M-V/def2-TZVPD.

```
! RIJCOSX wB97M-V def2-TZVPD def2/J DEFGRID3
* xyz 2 2
Mn -0.6343 -0.6959 0.0139
C -0.0929 -0.7835 3.6163
C 1.1621 -0.3756 2.8569
N 0.9685 -0.1710 1.3914
C 2.2759 -0.2281 0.6969
C 2.0256 -0.0288 -0.7772
N 1.0735 -1.0692 -1.2177
C 1.7510 -2.3936 -1.3228
C 1.3130 -3.4066 -0.2790
C -0.1523 -3.7722 -0.4458
N -1.0296 -2.8192 0.2647
C -1.2993 -3.1700 1.6625
C -2.3304 -2.1672 2.1471
N -1.8845 -0.7797 1.8617
C -1.3687 -0.1320 3.0993
H 0.0470 -0.5065 4.6619
H -0.2126 -1.8629 3.6219
H 1.9531 -1.1120 3.0021
H 1.5383 0.5642 3.2712
H 0.7172 0.8141 1.3280
H 2.7253 -1.2034 0.8861
H 2.9641 0.5249 1.0910
H 2.9594 -0.0612 -1.3446
H 1.5623 0.9455 -0.9617
H 0.7578 -0.7833 -2.1439
H 2.8298 -2.2372 -1.2618
H 1.5539 -2.8008 -2.3167
H 1.4822 -3.0157 0.7288
H 1.9339 -4.2982 -0.3723
H -0.3679 -4.7943 -0.1257
H -0.4096 -3.7089 -1.5062
H -1.9384 -2.9240 -0.1715
H -0.3682 -3.1348 2.2221
H -1.6936 -4.1874 1.7463
H -2.5390 -2.3003 3.2107
H -3.2715 -2.3436 1.6177
H -2.7112 -0.2488 1.6093
H -2.1421 -0.1741 3.8704
H -1.1955 0.9233 2.8807
C -4.1345 1.1230 -0.0432
C -3.0600 2.0458 0.5286
P -1.3861 1.7723 -0.1811
C -0.3183 2.8922 0.8255
C -0.5969 4.3929 0.7985
C -1.4704 2.6019 -1.8242
C -2.4583 3.7554 -2.0019
H -5.0859 1.2725 0.4658
H -3.8709 0.0662 0.0472
H -4.2956 1.3156 -1.1054
H -2.9888 1.9652 1.6182
H -3.3352 3.0842 0.3408
H 0.7116 2.7098 0.4939
H -0.3750 2.5325 1.8583
H -0.4489 4.8100 -0.1958
H 0.0881 4.9066 1.4721
H -1.6113 4.6235 1.1235
H -1.6903 1.8330 -2.5624
H -0.4464 2.9261 -2.0355
H -3.4905 3.4106 -1.9410
H -2.3253 4.1932 -2.9910
H -2.3270 4.5511 -1.2730
Se -3.3605 -2.1276 -1.9187
N -3.6292 -1.8754 -3.6366
C -2.6305 -1.1504 -4.0854
C -2.4829 -0.7341 -5.4468
C -1.3759 -0.0244 -5.7554
C -0.4072 0.2640 -4.7371
N -0.4989 -0.0740 -3.4819
C -1.6208 -0.7692 -3.1220
N -1.8181 -1.1868 -1.8784
H -3.2402 -1.0066 -6.1691
H -1.1826 0.3204 -6.7611
H 0.4895 0.8052 -5.0213
*
```

Output
Energy: -138831.6087 eV
Highest occupied orbital energy (alpha / beta): -14.71 / -14.07 eV
Kohn-Sham gap (alpha / beta): 7.8 / 7.1 eV

=====

[5]
A gas-phase ion, C21H42N4O4P (charge +1) in a non-equilibrium geometry. Source: the OMol25 dataset; level of theory: ωB97M-V/def2-TZVPD.

```
! RIJCOSX wB97M-V def2-TZVPD def2/J DEFGRID3
* xyz 1 1
C -3.5565 -3.0502 -0.2362
C -3.1526 -2.2508 0.7417
N -2.5274 -0.9831 0.3651
C -3.3330 0.0074 1.1843
C -2.3929 0.8649 2.0606
P -2.8750 2.6597 2.2453
C -3.2134 3.1040 4.0135
C -1.9914 3.5685 4.8669
C -1.6718 3.8167 1.4345
C -0.1737 3.6706 1.8369
N -1.0640 0.5189 1.4605
C -1.2280 -0.7410 0.8121
N -0.1591 -1.4610 0.6748
C -0.1679 -2.7644 0.0003
C 0.9695 -2.8109 -1.0904
C 0.2990 -2.8622 -2.5023
C 1.1560 -2.1685 -3.6190
C 0.3496 -1.1055 -4.4225
O 0.0027 -1.6116 -5.7300
C -1.3644 -1.8659 -5.7743
C -1.8396 -3.3005 -5.5712
O -2.0985 -0.9901 -5.9756
O 1.0056 -0.9599 1.1627
C 1.4151 -1.5958 2.3904
C 2.9608 -1.6828 2.4574
N 3.5198 -0.7854 3.4804
C 4.1138 0.4089 2.8346
C 3.0287 1.3758 2.2984
C 3.0283 1.5267 0.7512
O 3.2848 2.6579 2.8988
H -4.0179 -2.6346 -1.1392
H -3.4131 -4.1336 -0.2292
H -3.2989 -2.5730 1.7777
H -4.0870 0.5487 0.5987
H -3.9641 -0.5008 1.9368
H -2.2721 0.5262 3.1042
H -3.6429 2.2234 4.5168
H -3.9852 3.8828 4.0054
H -2.2513 3.4263 5.9300
H -1.8316 4.6472 4.7458
H -1.0959 2.9639 4.6886
H -1.7276 3.7712 0.3385
H -1.9862 4.8335 1.7194
H 0.3075 2.7896 1.3934
H 0.0028 3.6729 2.9181
H 0.3660 4.5501 1.4378
H -1.0148 1.1513 0.6479
H 0.1068 -3.5258 0.7442
H -1.0993 -2.9825 -0.5152
H 1.6288 -1.9364 -1.0369
H 1.5592 -3.7286 -0.9850
H -0.6928 -2.3731 -2.5022
H 0.1080 -3.9141 -2.7661
H 1.9889 -1.6513 -3.1248
H 1.4700 -2.9375 -4.3331
H -0.5439 -0.7569 -3.8809
H 1.0128 -0.2436 -4.5786
H -2.5257 -3.5932 -6.3756
H -0.9895 -3.9951 -5.6202
H -2.3730 -3.3877 -4.6154
H 0.9953 -2.6028 2.5267
H 1.0944 -1.0058 3.2647
H 3.3543 -1.3926 1.4658
H 3.2944 -2.7127 2.6503
H 4.2780 -1.2345 3.9841
H 4.6657 0.9479 3.6199
H 4.8572 0.1501 2.0577
H 2.0298 1.0835 2.6677
H 1.9812 1.5560 0.4055
H 3.4800 2.4823 0.4503
H 3.5051 0.6846 0.2316
H 2.7575 3.3167 2.4257
*
```

Output
Energy: -45884.6637 eV
Highest occupied orbital energy: -10.54 eV
Kohn-Sham gap: 7.5 eV

=====

[6]
3 unconnected molecules or ions with the total composition C21H43F3NO10P2 in a non-equilibrium geometry. Source: the OMol25 dataset; level of theory: ωB97M-V/def2-TZVPD.

```
! RIJCOSX wB97M-V def2-TZVPD def2/J DEFGRID3
* xyz 1 1
C 4.2657 -1.9422 -0.4860
C 5.3178 -3.2215 -0.2537
O 5.7293 -3.8149 -1.4067
O 5.6949 -3.6615 1.0980
C 6.7740 -4.6695 1.0280
C 7.4595 -4.8670 2.5115
C 6.5901 -5.7863 3.5538
C 5.9726 -7.2378 3.0264
N 4.8302 -7.4503 3.7973
C 4.0742 -8.7553 3.5556
F 3.4021 -9.0783 4.8677
F 5.0757 -9.8673 3.3598
F 3.1150 -8.6772 2.4230
C 4.5060 -6.3155 4.7910
C 5.5815 -5.0525 4.6417
H 4.7800 -1.0972 -1.1188
H 3.8023 -1.5451 0.5127
H 3.3976 -2.3993 -1.1659
H 7.6321 -4.2132 0.3347
H 6.4520 -5.6749 0.5149
H 8.4989 -5.4205 2.3152
H 7.6953 -3.8469 3.0534
H 7.4459 -6.1808 4.2866
H 6.4668 -7.9109 2.2055
H 4.1658 -6.6347 5.8658
H 3.4989 -5.8707 4.3426
H 6.1495 -5.0987 5.6869
H 5.1524 -3.9907 4.4013
O -0.0032 1.9925 -3.7464
P 0.8110 2.4452 -2.5097
O 1.9778 1.2831 -2.6793
C 2.9854 1.4996 -3.6528
C 3.9612 2.5720 -3.2094
O -0.1284 1.6289 -1.4015
C -1.5027 1.3912 -1.6694
C -1.6971 0.0112 -2.2748
O 1.7207 2.9511 -1.1279
C 1.5539 4.3219 -0.7955
C 0.1265 4.6413 -0.3892
H 2.5285 1.7604 -4.6149
H 3.5193 0.5541 -3.7832
H 3.4749 3.5515 -3.1769
H 4.8064 2.6356 -3.8978
H 4.3380 2.3656 -2.2010
H -1.9165 2.1766 -2.3104
H -2.0410 1.4462 -0.7187
H -1.0265 -0.1696 -3.1186
H -2.7288 -0.1206 -2.6157
H -1.4748 -0.7635 -1.5329
H 1.8575 4.9364 -1.6491
H 2.2314 4.5431 0.0343
H -0.5602 4.5111 -1.2298
H 0.0462 5.6753 -0.0423
H -0.2101 3.9706 0.4087
O -5.4083 4.6599 -1.0429
P -6.5447 3.7785 -0.4693
O -5.5350 2.8094 0.4151
C -5.0524 3.3140 1.6488
C -6.1415 3.3303 2.7034
O -6.6583 2.7880 -1.8045
C -6.3229 3.2854 -3.0919
C -4.8837 2.9425 -3.4378
O -7.8144 2.7937 0.1717
C -9.0743 3.4460 0.2398
C -9.6013 3.8149 -1.1353
H -4.6315 4.3164 1.5059
H -4.2417 2.6559 1.9739
H -6.9137 4.0642 2.4544
H -5.7304 3.5892 3.6813
H -6.6350 2.3539 2.7717
H -6.5088 4.3626 -3.1541
H -6.9904 2.8095 -3.8162
H -4.1883 3.2211 -2.6421
H -4.5765 3.4451 -4.3603
H -4.7743 1.8616 -3.5783
H -8.9819 4.3376 0.8683
H -9.7721 2.7613 0.7303
H -8.9657 4.5661 -1.6116
H -10.6135 4.2228 -1.0639
H -9.6152 2.9400 -1.7940
*
```

Output
Energy: -71152.6473 eV
Highest occupied orbital energy: -10.97 eV
Kohn-Sham gap: 5.3 eV

=====

> Look up the energy of the sixth one.

-71152.6473 eV